No. 1
# C30H35BO2

C30H35BO2 as an isolated structure at a distorted geometry (ωB97M-V/def2-TZVPD, the Open Molecules 2025 dataset).

XYZ file:
```
68
Properties=species:S:1:pos:R:3:forces:R:3:mulliken_charge:R:1
C -0.782909 -3.129172 1.553431 -0.16 -0.22 0.54 -2.43
C -0.957866 -1.843836 0.740559 0.23 0.01 0.13 2.31
C -1.525574 -2.329416 -0.575823 -0.05 0.15 -0.72 -1.13
C -1.630230 -0.697483 1.632229 0.39 0.23 -0.12 1.11
C -2.272427 0.405263 0.836401 -0.40 -0.41 0.02 -0.99
C -2.685679 -1.139968 2.638163 0.18 -0.40 -0.02 -1.90
O -0.483074 -0.058181 2.252758 -0.95 -0.38 -1.05 -0.60
B 0.487758 -0.124903 1.200764 1.47 -0.91 1.47 1.31
C 1.452073 1.082216 0.869353 0.17 -0.03 0.05 0.91
C 2.290255 1.096788 -0.256901 0.28 0.35 0.18 -0.47
C 3.251422 2.107861 -0.424375 -0.02 -0.11 0.18 -0.86
C 3.403502 3.122842 0.528030 0.08 -0.07 0.11 -0.42
C 2.588259 3.095326 1.666761 0.17 -0.10 -0.12 -0.85
C 1.626562 2.093986 1.825383 0.22 0.12 0.02 -0.90
C 1.601409 -1.481684 2.349910 1.87 0.20 1.48 -1.19
C 2.953828 -1.805380 1.944388 0.18 0.02 -0.19 0.61
C 4.095648 -1.085722 2.393214 -0.27 0.12 -0.39 -0.11
C 5.371525 -1.441340 1.966795 -0.18 0.04 0.09 -0.63
C 5.563868 -2.516453 1.092641 -0.14 0.00 0.09 -0.40
C 4.454995 -3.230787 0.631899 -0.33 0.09 0.13 -0.75
C 3.171839 -2.890928 1.053711 0.11 0.33 0.02 -0.19
O 0.290485 -1.203076 0.331622 -1.65 0.27 -0.63 -0.82
H -1.721033 -3.707958 1.494832 0.29 0.20 -0.08 0.43
H 0.021656 -3.741826 1.114989 -0.28 0.24 0.27 0.38
H -0.603031 -2.944838 2.618451 -0.02 -0.27 -0.33 0.59
H -2.592136 -2.565528 -0.582689 0.01 0.16 0.15 0.24
H -1.286779 -1.596739 -1.350644 -0.20 -0.58 0.63 0.08
H -0.996223 -3.246730 -0.876586 -0.10 0.16 0.26 0.56
H -3.275620 0.036671 0.541692 0.71 0.37 -0.03 0.29
H -2.389329 1.302549 1.458815 0.00 -0.16 -0.02 0.41
H -1.640524 0.724276 -0.036577 -0.29 -0.56 0.91 -0.54
H -3.565263 -1.510470 2.088528 0.25 0.02 0.19 0.32
H -2.332956 -1.935020 3.297232 -0.07 0.18 0.04 0.42
H -3.004224 -0.276456 3.230635 0.12 -0.17 -0.02 0.45
H 2.228944 0.280142 -0.975691 0.00 0.19 0.08 0.42
H 3.950441 2.070526 -1.258992 -0.29 0.00 0.02 0.39
H 4.195282 3.899191 0.419091 -0.75 -0.72 0.05 0.34
H 2.763323 3.820011 2.461400 -0.20 -0.07 -0.19 0.38
H 1.035789 2.051895 2.741686 0.08 0.10 -0.22 0.37
H 1.504783 -0.785861 3.184703 0.26 -0.16 -0.02 0.53
H 1.004592 -2.369589 2.487535 -0.03 0.52 -0.33 0.52
H 3.946165 -0.218915 3.051985 0.11 -0.44 -0.26 0.31
H 6.228131 -0.868802 2.321383 -0.16 -0.15 -0.07 0.36
H 6.568039 -2.804144 0.783986 -0.23 0.12 0.03 0.37
H 4.580329 -4.054981 -0.066857 0.06 0.11 0.13 0.37
H 2.291527 -3.421818 0.673858 0.42 0.12 0.12 0.13
C -3.612803 1.130084 -1.425747 0.24 0.41 -0.07 -1.93
C -4.545931 -0.043338 -1.713542 0.31 0.37 -0.40 -0.61
C -3.711543 -0.871012 -2.666530 0.73 -0.15 0.51 -0.81
C -2.397141 -0.493361 -2.635716 -0.63 -0.32 0.48 -0.84
C -2.149689 0.610618 -1.694446 -2.22 1.57 -2.96 2.44
C -1.269364 1.695364 -2.120364 -0.15 0.15 0.13 0.16
C -0.487107 1.518506 -3.280713 -0.14 0.16 0.14 -0.27
C -0.149210 2.624780 -4.045028 0.00 0.10 0.30 -0.98
C -0.532017 3.905714 -3.620417 0.09 0.15 -0.14 -0.50
C -1.221636 4.106157 -2.416873 0.20 -0.53 0.10 -0.85
C -1.559668 3.005375 -1.640983 0.29 -0.37 -0.46 -0.37
H -3.795417 1.903446 -2.195183 0.13 -0.40 0.08 0.89
H -3.827073 1.657282 -0.485929 0.31 -0.37 -0.26 0.29
H -4.906130 -0.561828 -0.811468 0.24 -0.16 -0.25 0.33
H -5.415256 0.380731 -2.207488 -0.38 -0.28 -0.08 0.47
H -4.123300 -1.724267 -3.222253 0.32 0.54 0.09 0.41
H -1.583281 -0.965543 -3.198713 -0.64 0.15 0.15 0.41
H -0.269298 0.504677 -3.637035 0.00 0.60 0.15 0.38
H 0.367644 2.466046 -4.992060 -0.07 0.24 0.27 0.44
H -0.299841 4.768484 -4.242541 -0.03 -0.20 0.09 0.40
H -1.542951 5.095432 -2.094600 0.25 -0.15 -0.17 0.43
H -2.146509 3.125088 -0.726070 0.26 -0.02 -0.35 0.39
```
Forces are in eV/Å.

Summary:
- HOMO-LUMO gap: 2.575 eV
- M: 438.42 g/mol
- Lowest unoccupied orbital energy: -2.6 eV
- Energy above the lowest of the compared OMol25 structures with the same formula, charge and spin: 3.024 eV

No. 2
# C30H35ClMnN2O2

C30H35ClMnN2O2 as an isolated structure at a distorted geometry (ωB97M-V/def2-TZVPD, the Open Molecules 2025 dataset).

XYZ file:
```
71
Properties=species:S:1:pos:R:3:forces:R:3:mulliken_charge:R:1
Mn 0.030359 -0.150544 -0.293654 -0.15 0.29 1.16 -0.40
Cl 1.817667 -0.267346 -1.695498 0.93 -0.23 -0.66 -0.64
N 0.240238 2.015863 -0.380078 -1.69 0.75 -1.39 0.93
N 0.004283 -2.344067 -0.122474 -1.18 -0.67 -1.09 0.58
C -0.712839 2.786113 -0.855197 1.98 -2.02 1.06 0.57
C -0.675296 -3.119045 -0.929289 1.15 1.44 1.43 0.43
C 1.368723 2.894681 0.000126 -0.19 -0.26 0.04 1.08
C 0.692434 4.255597 0.100335 -0.83 0.26 0.12 -0.77
C 2.380778 2.944633 -1.122560 0.39 -0.25 -0.52 -1.49
C 2.013613 2.431904 1.288168 0.11 0.17 0.38 -1.78
H 1.882303 3.250913 -2.054274 0.19 -0.05 0.15 0.29
H 2.821287 1.951157 -1.286586 -0.11 0.43 0.02 0.20
H 3.156169 3.682410 -0.869575 -0.07 -0.14 -0.09 0.48
H 1.255986 2.311267 2.068380 0.17 0.00 -0.11 0.41
H 2.752262 3.173390 1.629995 -0.10 -0.16 -0.09 0.55
H 2.529830 1.472040 1.144555 -0.21 0.28 -0.05 0.05
C 0.996298 -3.185688 0.592157 -0.20 0.29 -0.12 1.42
C 0.836051 -4.548383 -0.078332 -0.38 -0.46 -0.71 -0.84
C 0.642936 -3.270706 2.067272 -0.13 0.11 0.21 -1.67
C 2.391825 -2.652309 0.375827 0.44 0.06 -0.13 -1.85
H 2.570302 -2.546680 -0.701441 0.10 0.05 0.36 0.48
H 3.124199 -3.346079 0.808270 -0.05 0.08 0.02 0.50
H 2.516202 -1.664833 0.834802 -0.01 -0.21 -0.15 0.00
H -0.325168 -3.774597 2.178308 0.11 0.15 0.11 0.45
H 0.584980 -2.270565 2.519077 -0.02 -0.42 -0.17 0.19
H 1.409516 -3.858670 2.589727 -0.14 0.08 -0.01 0.47
O -0.271849 -4.379592 -1.021943 0.33 -0.96 0.41 -0.41
H 0.549924 -5.355354 0.605521 0.07 0.18 -0.06 0.32
H 1.712950 -4.860719 -0.659068 -0.17 0.12 0.10 0.35
O -0.558376 4.084453 -0.654067 0.42 1.31 0.17 -0.47
H 1.235176 5.081965 -0.372729 -0.04 -0.26 0.12 0.31
H 0.436233 4.522545 1.134139 -0.10 -0.03 -0.19 0.34
C -1.886900 2.312185 -1.639925 0.05 0.03 0.22 -1.95
C -1.836156 -2.711228 -1.764794 0.24 -0.19 0.37 -1.34
C -1.472719 -1.421808 -2.410858 -0.49 0.27 -1.69 0.16
H -2.698419 -2.604941 -1.087228 0.07 0.11 -0.15 0.27
H -2.060060 -3.508452 -2.476277 0.07 0.06 0.07 0.40
C -1.789185 -0.213646 -1.727297 0.11 0.04 0.71 -1.53
C -1.517025 1.040222 -2.348739 -0.48 0.09 -1.47 1.21
H -2.565739 -0.271935 -0.958764 0.11 0.01 -0.13 0.99
C -0.957042 1.061942 -3.624457 -0.35 0.40 1.00 1.25
C -0.622284 -0.140709 -4.251245 0.10 0.06 -0.86 -1.37
C -0.686281 2.351702 -4.346722 0.17 0.13 -0.16 -1.66
C -0.904376 -1.379511 -3.679059 -0.36 -0.49 1.05 1.09
H -0.168483 -0.111268 -5.242085 -0.05 0.01 0.16 0.14
C -0.578339 -2.640969 -4.427851 0.16 -0.08 -0.17 -1.73
H -0.269322 -2.387030 -5.449693 -0.02 -0.14 0.20 0.47
H -1.446060 -3.313552 -4.495826 0.20 0.10 -0.01 0.30
H 0.241534 -3.193200 -3.945285 -0.15 0.06 -0.14 0.21
H -1.564078 3.013294 -4.347346 0.21 -0.07 -0.02 0.29
H -0.428994 2.132455 -5.391820 -0.04 0.14 0.23 0.47
H 0.156952 2.899992 -3.900255 -0.17 -0.04 -0.10 0.15
H -2.178892 3.114204 -2.328709 0.08 -0.15 0.14 0.49
H -2.720007 2.170957 -0.934262 0.01 -0.04 -0.23 0.40
C 0.810604 0.391357 5.663710 -0.78 0.17 0.00 -0.67
C 1.648940 0.065223 4.582095 0.12 -0.19 -0.87 -1.30
C 1.161022 -0.020007 3.276968 -0.03 0.10 0.78 1.46
C -0.209795 0.249799 2.986728 -1.12 0.26 1.26 0.86
C -0.788580 0.273642 1.678418 1.38 -0.43 -0.64 -0.52
C -2.094454 0.654787 1.544868 -0.74 0.07 0.98 1.12
C -2.940478 0.900043 2.665272 0.26 0.15 0.06 -1.39
C -2.428096 0.874352 3.937949 -0.40 -0.05 -0.33 -1.12
C -1.062269 0.570026 4.130099 0.70 -0.05 -0.56 0.42
C -0.532690 0.629442 5.433747 0.73 -0.09 0.26 -0.60
H 1.203353 0.470171 6.676336 0.03 -0.07 -0.21 0.36
H 2.708597 -0.120436 4.773616 -0.28 0.02 -0.11 0.38
H 1.843698 -0.278089 2.460476 -0.33 0.13 0.24 0.29
H -2.534924 0.773400 0.560470 0.00 -0.14 0.22 -0.08
H -3.990728 1.114358 2.498857 -0.03 0.10 0.05 0.39
H -3.037417 1.094824 4.822807 0.13 -0.11 -0.38 0.27
H -1.213913 0.894627 6.246175 0.25 -0.09 -0.10 0.31
```
Forces are in eV/Å.

Summary:
- Expectation value of S²: 6.04
- HOMO-LUMO gap (spin up / spin down): 3.386 / 6.029 eV
- M: 546.01 g/mol
- Lowest unoccupied orbital energy (spin up / spin down): 2.9 / 2.8 eV
- Multiplicity: 5
- Total charge: -1

No. 3
# C30H35F9I2NO30P2

A 10-piece molecular cluster, C30H35F9I2NO30P2 overall at a distorted geometry (ωB97M-V/def2-TZVPD, the Open Molecules 2025 dataset).

XYZ file:
```
109
Properties=species:S:1:pos:R:3:forces:R:3:mulliken_charge:R:1
O -8.041986 -3.986208 4.669726 0.11 -0.01 0.18 -0.43
P -7.464473 -4.950322 3.493855 -0.09 0.06 -0.67 0.25
I -8.387870 -7.132280 4.036935 0.01 -0.12 0.11 -0.03
C -5.706384 -5.162728 4.097280 0.22 0.19 0.19 -0.80
N -5.356219 -6.210406 5.108625 0.16 -0.09 0.19 0.23
C -3.865949 -6.243672 4.955988 0.36 0.97 -0.04 -0.19
O -3.721917 -6.356808 3.583148 0.31 -0.20 -0.04 -0.35
C -4.620371 -5.391550 3.010344 -0.41 -0.29 0.11 0.24
P -3.761415 -3.867650 2.293251 0.81 -0.24 -0.54 0.01
O -5.045432 -2.996881 1.833825 -0.25 -0.16 0.35 -0.39
I -2.998395 -2.751747 4.314348 -0.03 0.21 0.22 0.06
H -7.359805 -3.489008 5.137620 -0.21 0.08 0.21 0.38
H -5.458270 -4.216076 4.590462 -0.03 0.10 0.03 0.42
H -5.810322 -7.097885 4.850632 0.20 -0.38 0.20 0.16
H -5.590821 -6.012210 6.081131 -0.37 0.22 -0.09 0.28
H -3.339138 -6.959072 5.572942 -0.26 -0.71 -0.40 0.33
H -3.538101 -5.244687 5.252005 -0.01 -0.10 0.39 0.08
H -5.004957 -5.887367 2.117234 -0.32 0.09 -0.06 0.41
H -5.621217 -2.737231 2.565287 -0.15 0.28 -0.21 0.31
C 0.207618 1.544056 6.080170 -0.05 0.07 -0.12 -0.19
C 0.803518 0.260906 5.543024 0.08 0.04 0.23 0.33
O 0.318789 -0.706992 6.465462 -0.20 -0.04 -0.27 -0.31
C -0.856122 -0.240050 6.969144 0.03 0.07 0.11 0.66
O -1.643054 -0.902963 7.563470 -0.03 -0.10 -0.04 -0.52
O -1.008157 1.066698 6.685137 0.13 0.00 -0.07 -0.33
F 2.155401 0.263193 5.572493 0.00 -0.03 0.07 -0.28
H 0.844912 1.987287 6.844514 0.08 -0.07 0.01 0.16
H 0.000091 2.283483 5.313993 -0.19 0.00 0.04 0.18
H 0.475038 -0.008966 4.538000 0.09 -0.01 -0.04 0.30
C -1.222032 -2.401995 -1.953233 -0.16 -0.15 0.08 0.02
C -0.499880 -3.300871 -0.973224 0.12 0.16 -0.06 0.39
O -0.605357 -2.569284 0.241341 -0.23 -0.20 0.07 -0.30
C -1.732167 -1.812448 0.167513 0.11 0.07 -0.09 0.63
O -2.244320 -1.282210 1.100914 -0.04 -0.01 0.10 -0.51
O -2.189036 -1.762830 -1.095140 0.06 -0.10 -0.04 -0.33
F 0.804120 -3.465697 -1.281226 0.01 0.06 0.05 -0.28
H -0.557614 -1.656793 -2.373401 0.14 0.00 0.03 -0.06
H -1.713080 -2.939041 -2.758034 -0.16 0.06 0.05 0.13
H -0.953444 -4.283800 -0.833528 0.07 -0.05 -0.02 0.24
C 0.448380 1.981300 -5.318158 -0.12 0.20 0.15 -0.35
C 1.825814 1.360322 -5.291493 -0.02 0.07 0.19 0.40
O 1.595104 0.153913 -4.569200 0.03 -0.08 -0.27 -0.34
C 0.304607 -0.197722 -4.774217 -0.02 -0.03 0.04 0.77
O -0.145054 -1.275269 -4.523520 0.04 0.08 -0.08 -0.63
O -0.394989 0.817390 -5.296606 0.03 0.10 -0.01 -0.30
F 2.722959 2.119056 -4.617708 -0.04 -0.06 0.08 -0.31
H 0.264438 2.571689 -4.418847 0.12 -0.07 0.08 0.34
H 0.256630 2.579764 -6.196291 -0.11 -0.16 -0.17 0.18
H 2.231349 1.113596 -6.270068 0.06 0.05 -0.03 0.31
C -1.303958 -4.220457 -7.301298 -0.08 0.09 -0.06 -0.45
C -0.522976 -4.190528 -6.005209 -0.02 -0.13 -0.04 0.60
O 0.395469 -5.250731 -6.181859 0.13 0.20 -0.07 -0.34
C 0.619740 -5.387530 -7.523429 -0.11 -0.06 -0.01 0.61
O 1.507004 -6.002980 -8.001447 0.00 -0.06 0.01 -0.49
O -0.323326 -4.705818 -8.222087 -0.02 0.03 0.10 -0.32
F -1.309077 -4.457737 -4.925635 0.02 -0.05 0.00 -0.31
H -2.134269 -4.925971 -7.245646 0.01 -0.03 0.11 0.27
H -1.673355 -3.245947 -7.606555 0.14 0.02 -0.13 0.30
H 0.018007 -3.263199 -5.823574 -0.07 0.02 0.17 0.14
C -4.702000 -10.298403 2.034429 -0.17 -0.13 -0.12 -0.39
C -3.527082 -10.860834 2.808234 0.03 0.16 -0.09 0.28
O -3.533720 -10.040957 3.977055 -0.10 -0.31 0.14 -0.28
C -4.796114 -9.625268 4.177552 0.04 0.15 0.09 0.71
O -5.183919 -9.119077 5.190875 0.01 0.32 -0.15 -0.60
O -5.561089 -9.834619 3.095916 0.15 -0.06 -0.15 -0.26
F -2.361227 -10.701281 2.159485 0.04 0.11 0.03 -0.27
H -4.401631 -9.452685 1.416310 0.12 0.01 0.04 0.26
H -5.213248 -11.034167 1.422281 -0.16 -0.01 0.13 0.28
H -3.631521 -11.903927 3.107220 0.07 -0.02 -0.01 0.31
C 2.268430 4.211751 -9.969093 -0.11 0.08 0.00 -0.03
C 2.145166 3.094300 -10.983942 0.19 0.01 0.11 0.23
O 1.916389 1.960187 -10.150752 -0.27 0.06 -0.13 -0.32
C 1.317800 2.396389 -9.020695 0.05 -0.05 0.05 0.63
O 0.775025 1.693494 -8.225470 0.14 -0.04 -0.11 -0.53
O 1.415650 3.732839 -8.909592 0.04 0.07 -0.11 -0.32
F 3.279004 2.905632 -11.687201 0.04 -0.07 0.07 -0.27
H 3.285828 4.306698 -9.601631 0.06 -0.07 -0.05 -0.06
H 1.928932 5.175581 -10.332732 -0.15 -0.01 0.10 0.32
H 1.310453 3.195297 -11.678551 0.04 -0.02 -0.07 0.29
C 1.792399 6.838639 6.887326 0.00 0.20 0.04 -0.03
C 2.396853 5.538665 7.364471 -0.20 0.00 0.07 0.27
O 1.560485 4.572066 6.740535 0.24 -0.02 -0.18 -0.25
C 1.063808 5.132767 5.600841 -0.07 0.08 0.03 0.69
O 0.536701 4.521536 4.729725 -0.05 -0.04 0.03 -0.51
O 1.264982 6.462047 5.603939 0.05 0.00 0.10 -0.34
F 2.320406 5.390517 8.707320 -0.07 -0.04 -0.01 -0.28
H 0.973514 7.156987 7.534026 -0.01 -0.15 0.08 0.23
H 2.521240 7.636019 6.798413 -0.02 -0.07 -0.28 -0.05
H 3.427946 5.375826 7.049592 0.04 -0.01 0.09 0.30
C 6.655697 4.998508 -7.761360 -0.03 0.02 0.12 -0.40
C 7.696007 5.658414 -8.644257 -0.03 -0.18 -0.06 0.30
O 7.069880 5.628391 -9.916750 -0.06 0.28 0.09 -0.29
C 5.727303 5.638614 -9.721971 0.08 -0.08 -0.04 0.68
O 4.918367 5.861776 -10.558551 -0.03 -0.05 0.00 -0.49
O 5.436782 5.357492 -8.426674 0.08 -0.03 0.02 -0.31
F 8.846982 4.954734 -8.693789 -0.03 -0.04 -0.06 -0.28
H 6.769643 3.914280 -7.766523 0.10 -0.01 -0.07 0.29
H 6.656396 5.361606 -6.738317 -0.15 0.11 -0.03 0.25
H 7.924389 6.692866 -8.384388 0.10 -0.01 0.01 0.29
C 3.896010 11.000959 9.015783 -0.11 0.04 0.06 -0.40
C 4.734167 11.725171 7.981246 0.11 -0.11 0.12 0.28
O 5.263878 10.648920 7.220942 -0.22 0.09 -0.17 -0.32
C 4.393467 9.614393 7.303550 0.14 -0.01 0.07 0.69
O 4.403931 8.658548 6.599055 0.08 0.02 0.05 -0.53
O 3.500831 9.823028 8.298184 0.01 0.09 0.02 -0.27
F 5.746973 12.422608 8.536320 0.05 -0.07 0.00 -0.28
H 4.497393 10.716705 9.879275 0.10 0.04 -0.03 0.28
H 3.026412 11.561549 9.344055 -0.11 -0.10 -0.11 0.25
H 4.171356 12.384381 7.319106 0.05 0.08 0.01 0.28
```
Forces are in eV/Å.

Summary:
- HOMO-LUMO gap: 8.858 eV
- M: 1376.33 g/mol
- Lowest unoccupied orbital energy: -3.0 eV
- Total charge: +1

- The highest M belongs to which entry?
  C30H35F9I2NO30P2

- Which of these has the lowest M?
  C30H35BO2

- Among the records above, which one has the lowest M?
  C30H35BO2